Entry a
The following is a quantum chemistry calculation of a structure of composition C27H68BrO15P3, from the OMol25 dataset.

Element x y z (Å)
C  -0.794  4.595  -0.437
C  -1.102  3.122  -0.176
O  -2.173  3.032  0.795
C  -2.038  1.885  1.553
O  -1.163  1.782  2.331
C  -3.053  0.787  1.279
C  -2.621  -0.558  1.877
C  -1.391  -1.065  1.102
O  -0.720  -2.103  1.855
P  0.443  -2.888  1.053
O  0.225  -4.295  1.283
O  1.870  -2.516  1.739
P  2.115  -0.864  1.996
P  3.219  -0.718  3.897
O  3.768  -1.994  4.314
O  2.125  -0.140  4.936
O  4.344  0.451  3.822
O  0.383  -2.662  -0.566
C  1.470  -1.975  -1.161
Br  1.135  -0.015  -1.265
C  1.562  -2.472  -2.626
C  2.511  -1.612  -3.506
H  -0.455  5.062  0.503
H  -1.684  5.151  -0.752
H  -0.018  4.698  -1.203
H  -0.204  2.565  0.114
H  -1.452  2.669  -1.120
H  -4.051  1.080  1.627
H  -3.125  0.678  0.185
H  -3.449  -1.257  1.685
H  -2.453  -0.517  2.956
H  -1.751  -1.387  0.119
H  -0.698  -0.219  1.029
H  3.066  -0.464  1.011
H  1.415  0.274  4.414
H  4.582  0.638  2.901
H  2.442  -2.196  -0.707
H  0.542  -2.381  -3.026
H  1.805  -3.542  -2.651
H  3.335  -1.251  -2.882
H  1.920  -0.806  -3.943
H  2.853  -2.235  -4.336
C  3.547  -6.593  -0.150
C  2.558  -5.932  -1.094
C  1.331  -6.801  -1.312
O  3.192  -5.671  -2.351
H  3.900  -7.543  -0.563
H  4.425  -5.960  -0.010
H  3.095  -6.784  0.824
H  2.252  -4.967  -0.686
H  1.612  -7.758  -1.763
H  0.635  -6.315  -1.998
H  0.816  -6.996  -0.371
H  3.467  -6.517  -2.724
C  -6.206  0.470  -1.605
C  -5.013  -0.251  -2.213
C  -5.445  -1.506  -2.953
O  -4.085  -0.598  -1.182
H  -6.717  -0.171  -0.880
H  -5.882  1.364  -1.069
H  -6.923  0.765  -2.373
H  -4.490  0.419  -2.898
H  -5.931  -2.209  -2.271
H  -4.580  -2.018  -3.374
H  -6.139  -1.270  -3.761
H  -4.534  -1.192  -0.568
C  7.405  -6.069  5.112
C  7.264  -4.751  4.364
C  5.912  -4.107  4.625
O  7.427  -4.978  2.962
H  6.643  -6.782  4.785
H  8.376  -6.524  4.908
H  7.307  -5.925  6.189
H  8.060  -4.070  4.670
H  5.100  -4.755  4.283
H  5.820  -3.172  4.079
H  5.769  -3.904  5.688
H  6.728  -5.579  2.679
C  -0.581  4.387  4.473
C  -0.966  5.660  3.736
C  -2.342  6.151  4.161
O  -0.957  5.424  2.327
H  -1.288  3.584  4.253
H  0.403  4.042  4.152
H  -0.561  4.547  5.553
H  -0.224  6.436  3.932
H  -3.107  5.404  3.929
H  -2.608  7.060  3.619
H  -2.374  6.361  5.231
H  -1.611  4.738  2.130
C  -2.110  -2.804  -5.542
C  -1.013  -1.756  -5.644
C  -1.260  -0.811  -6.811
O  0.249  -2.400  -5.807
H  -2.146  -3.416  -6.447
H  -1.917  -3.479  -4.706
H  -3.087  -2.340  -5.397
H  -0.962  -1.184  -4.715
H  -1.269  -1.359  -7.757
H  -0.462  -0.071  -6.879
H  -2.212  -0.288  -6.702
H  0.217  -2.909  -6.625
C  -2.964  8.123  -0.205
C  -1.747  8.824  -0.790
C  -2.118  10.178  -1.377
O  -1.161  8.007  -1.803
H  -3.714  7.941  -0.980
H  -2.684  7.151  0.206
H  -3.420  8.718  0.588
H  -0.992  8.956  -0.013
H  -2.841  10.061  -2.190
H  -1.238  10.665  -1.800
H  -2.550  10.833  -0.619
H  -1.815  7.880  -2.499

Computed properties:
Charge = 0
Lowest unoccupied orbital energy = -0.08 eV
HOMO energy = -9.58 eV

***

Entry b
The following is a quantum chemistry calculation of a structure of composition C27H68BrO15P3, from the OMol25 dataset.

Element x y z (Å)
C  -1.309  2.830  -3.815
C  -1.332  1.816  -2.707
O  -2.638  1.822  -2.084
C  -2.599  1.498  -0.754
O  -2.095  2.234  0.060
C  -3.212  0.166  -0.438
C  -2.856  -0.313  0.960
C  -1.377  -0.641  0.999
O  -0.945  -0.707  2.377
P  0.498  -1.240  2.733
O  0.443  -2.183  3.845
O  1.329  0.056  3.190
P  1.188  1.458  2.285
P  1.314  2.973  3.878
O  1.728  2.425  5.164
O  -0.151  3.592  3.893
O  2.215  4.184  3.353
O  1.178  -1.974  1.471
C  2.286  -1.451  0.774
Br  1.691  -0.322  -0.731
C  3.067  -2.627  0.223
C  4.177  -2.247  -0.760
H  -1.492  3.822  -3.406
H  -2.096  2.640  -4.539
H  -0.350  2.817  -4.325
H  -0.539  1.993  -1.984
H  -1.164  0.818  -3.119
H  -4.289  0.208  -0.586
H  -2.830  -0.555  -1.165
H  -3.413  -1.232  1.137
H  -3.134  0.400  1.729
H  -1.213  -1.572  0.466
H  -0.841  0.173  0.526
H  2.470  1.588  1.705
H  -0.611  3.396  3.066
H  2.829  3.913  2.663
H  2.942  -0.874  1.421
H  2.335  -3.247  -0.292
H  3.444  -3.219  1.054
H  4.608  -1.286  -0.495
H  3.767  -2.231  -1.762
H  4.927  -3.029  -0.742
C  4.286  -2.982  5.344
C  3.804  -3.534  4.013
C  2.995  -4.806  4.192
O  4.919  -3.775  3.145
H  4.940  -3.704  5.842
H  4.862  -2.069  5.193
H  3.446  -2.761  6.004
H  3.189  -2.785  3.512
H  3.609  -5.585  4.653
H  2.658  -5.183  3.226
H  2.122  -4.630  4.819
H  5.479  -4.436  3.564
C  -4.839  -2.963  -3.014
C  -3.407  -3.378  -2.717
C  -3.287  -4.883  -2.542
O  -2.936  -2.709  -1.542
H  -5.497  -3.244  -2.186
H  -4.908  -1.881  -3.134
H  -5.209  -3.437  -3.923
H  -2.756  -3.050  -3.528
H  -3.900  -5.219  -1.701
H  -2.256  -5.162  -2.325
H  -3.612  -5.413  -3.438
H  -3.493  -2.985  -0.806
C  4.974  1.023  9.474
C  5.078  1.547  8.049
C  3.707  1.722  7.414
O  5.877  0.660  7.261
H  4.489  0.042  9.483
H  5.965  0.902  9.912
H  4.394  1.699  10.103
H  5.605  2.502  8.051
H  3.183  0.763  7.361
H  3.795  2.095  6.399
H  3.092  2.418  7.984
H  5.429  -0.191  7.242
C  -3.066  5.681  -0.026
C  -3.463  5.914  -1.476
C  -4.972  5.857  -1.657
O  -2.833  4.953  -2.323
H  -3.387  4.690  0.303
H  -1.982  5.723  0.084
H  -3.514  6.429  0.630
H  -3.093  6.887  -1.802
H  -5.351  4.870  -1.377
H  -5.238  6.026  -2.701
H  -5.475  6.607  -1.044
H  -3.141  4.073  -2.065
C  1.115  -6.179  -2.130
C  2.025  -5.126  -2.743
C  2.199  -5.342  -4.239
O  3.296  -5.138  -2.093
H  1.544  -7.176  -2.261
H  1.000  -6.010  -1.059
H  0.127  -6.168  -2.594
H  1.607  -4.133  -2.565
H  2.660  -6.315  -4.431
H  2.855  -4.581  -4.661
H  1.241  -5.306  -4.759
H  3.691  -6.005  -2.232
C  -4.173  4.478  -6.280
C  -3.037  5.169  -7.018
C  -3.474  5.644  -8.395
O  -1.916  4.292  -7.134
H  -4.504  3.594  -6.832
H  -3.843  4.148  -5.294
H  -5.028  5.145  -6.154
H  -2.689  6.020  -6.431
H  -3.782  4.794  -9.010
H  -2.648  6.137  -8.909
H  -4.309  6.342  -8.328
H  -2.189  3.527  -7.650

Computed properties:
Charge = 0
Lowest unoccupied orbital energy = 0.07 eV
HOMO energy = -9.60 eV

***

The data favor entry b; the next most stable structure lies 0.0416 hartree above it.